Record 1
Formula: C5H12N5O3
Source: the Open Molecules 2025 dataset
Level of theory: the ωB97M-V functional and the def2-TZVPD basis

Last column: Mulliken charge in e.
CARTESIAN COORDINATES (ANGSTROEM)
O1 -4.27865 1.04958 -1.42693  -0.62
C1 0.61073 -0.43487 -1.58130  0.69
H1 -5.19543 1.11193 -1.64468  0.30
C2 -0.47471 0.18226 0.81735  0.23
H2 -1.10281 -0.37263 -3.34189  0.20
O2 1.09258 -0.65304 -2.81652  -0.51
O3 2.73766 -0.33241 -0.55223  -0.46
C3 -0.75511 -0.07802 -1.45362  0.16
N1 -1.16559 0.16258 1.98575  -0.51
H3 1.54920 -1.22122 2.95231  0.34
H4 -2.21858 0.13666 1.74168  0.30
N2 -1.56375 -0.13893 -2.50628  -0.28
N3 1.98871 0.42666 1.54925  -0.56
H5 3.09503 -0.07043 0.33135  0.46
H6 2.06866 -0.77163 -2.89048  0.37
N4 -1.23599 0.21335 -0.24778  -0.52
H7 -2.51952 0.07472 -2.30621  0.24
H8 -0.93269 0.88406 2.69360  0.27
N5 1.39739 -0.21519 -0.56411  0.29
H9 2.70695 -1.53673 1.66004  0.25
H10 1.88323 1.27413 2.08615  0.32
C4 0.96940 0.16636 0.68671  0.09
C5 2.33187 -0.83686 2.32314  -0.73
H11 -4.13871 1.58269 -0.58319  0.31
H12 3.15013 -0.60304 3.08790  0.35

Computed properties:
E_HOMO ... -11.820 eV
Gap between HOMO and LUMO ... 8.26 eV
Total energy ... -18964.159 eV
ΔE to the lowest compared entry with this formula, charge and spin ... 18.2 kcal/mol
Total charge ... +1

Record 2
Formula: C5H12NO
Source: the Open Molecules 2025 dataset
Level of theory: the ωB97M-V functional and the def2-TZVPD basis

Last column: Mulliken charge in e.
CARTESIAN COORDINATES (ANGSTROEM)
H1 1.23974 -0.99106 -0.25385  0.28
H2 -1.15901 -0.02625 1.26306  0.11
H3 0.52836 2.65784 -0.43866  0.27
H4 -0.75586 -0.58644 -1.72264  0.30
C1 1.40112 1.05457 0.46580  -0.59
H5 -2.46801 -0.35894 0.11528  0.33
H6 1.48419 0.21389 -1.49277  0.34
C2 -1.41300 -0.53718 0.33093  -0.45
N1 1.43471 2.43509 -0.04050  -0.65
H7 -0.16774 -2.26575 0.66688  0.03
H8 -0.89512 1.03483 -1.07080  0.26
H9 2.39818 0.80856 0.82825  0.31
C3 0.94922 0.01691 -0.55614  -0.55
H10 0.73036 1.05549 1.32712  0.32
H11 -1.69735 -2.58244 -0.23629  0.15
H12 2.09725 2.50996 -0.80516  0.25
C4 -0.56158 0.01678 -0.82394  -0.51
C5 -1.26578 -2.05008 0.64425  -0.29
O1 -1.87969 -2.40576 1.79917  -0.91

Computed properties:
E_HOMO ... -2.090 eV
Gap between HOMO and LUMO ... 5.88 eV
SMILES string ... NCCCCC[O-]
Total energy ... -8916.620 eV
ΔE to the lowest compared entry with this formula, charge and spin ... 10.2 kcal/mol
Total charge ... -1

Record 3
Formula: C5H12NO
Source: the Open Molecules 2025 dataset
Level of theory: the ωB97M-V functional and the def2-TZVPD basis

Last column: Mulliken charge in e.
CARTESIAN COORDINATES (ANGSTROEM)
N1 -1.42852 -0.59790 -0.92394  -0.43
H1 -2.17252 0.71423 -2.43790  0.31
C1 0.27100 -0.93211 0.92141  -0.31
H2 -0.82794 -0.23310 -2.94535  0.28
H3 1.78586 -0.29347 2.37345  0.33
H4 0.38489 -1.49169 -1.14046  0.25
O1 2.17379 2.22661 1.71237  -0.87
C2 0.01900 -0.63235 -0.57132  -0.65
H5 0.46119 1.81880 0.62209  0.08
C3 1.06849 1.52696 1.54641  -0.32
H6 -0.59643 -0.62407 1.52467  0.23
H7 0.27755 1.60959 2.35262  0.16
H8 0.40572 0.34057 -0.86128  0.43
H9 2.29302 0.00627 0.74932  0.29
H10 -1.94951 0.04213 -0.33664  0.25
H11 0.43201 -2.00209 1.06519  0.31
H12 -2.25984 -1.16308 -2.69748  0.28
C4 1.39860 -0.03834 1.37446  -0.77
C5 -1.73635 -0.27695 -2.32763  -0.85

Computed properties:
E_HOMO ... -2.227 eV
Gap between HOMO and LUMO ... 5.88 eV
SMILES string ... CNCCCC[O-]
Total energy ... -8915.832 eV
ΔE to the lowest compared entry with this formula, charge and spin ... 28.4 kcal/mol
Total charge ... -1

Record 4
Formula: C5H12NO
Source: the Open Molecules 2025 dataset
Level of theory: the ωB97M-V functional and the def2-TZVPD basis

Last column: Mulliken charge in e.
CARTESIAN COORDINATES (ANGSTROEM)
H1 -1.83101 -1.55870 -0.18806  0.34
C1 -1.31245 -1.20637 0.71333  -1.57
O1 1.22638 2.19143 0.90531  -0.91
C2 -0.14471 0.69516 -0.42162  -0.07
H2 -1.15340 0.68160 -0.81965  0.48
H3 0.97903 -2.59068 0.09476  0.42
H4 0.48213 -0.25386 1.30219  0.34
H5 1.67981 1.30843 -0.89069  0.30
H6 0.51236 1.58020 -2.07163  0.22
H7 0.36341 -1.80145 -1.41817  0.36
H8 -1.91482 -0.44413 1.19560  0.37
H9 1.82428 -1.39565 -0.72510  0.35
H10 -1.20277 -2.02668 1.43021  0.44
H11 -0.59248 1.60596 1.57267  0.22
N1 0.88735 0.92855 -1.40102  -0.71
H12 -0.64180 2.71125 0.15820  0.34
C3 0.81752 -1.65642 -0.44626  -1.56
C4 -0.04068 1.87659 0.63311  -0.74
C5 0.06184 -0.64522 0.37682  0.37

Computed properties:
E_HOMO ... -2.447 eV
Gap between HOMO and LUMO ... 6.54 eV
SMILES string ... CC(C)[C@H](N)C[O-]
Total energy ... -8916.700 eV
ΔE to the lowest compared entry with this formula, charge and spin ... 8.4 kcal/mol
Total charge ... -1

Record 5
Formula: C5H12NO
Source: the Open Molecules 2025 dataset
Level of theory: the ωB97M-V functional and the def2-TZVPD basis

Last column: Mulliken charge in e.
CARTESIAN COORDINATES (ANGSTROEM)
C1 -1.74989 0.55176 -1.09037  -0.79
N1 0.38267 -0.29777 0.04455  0.03
H1 2.06419 -2.37881 -0.02757  0.28
H2 0.61182 1.73848 0.56569  0.35
C2 1.02782 -0.91666 1.18259  -0.60
H3 2.91290 -0.91679 0.24607  0.23
O1 -2.08369 1.80548 -0.83704  -0.86
C3 2.27005 -1.64873 0.75621  -1.16
H4 2.93072 -2.08805 1.50994  0.40
C4 -1.09872 -0.31591 0.07281  -0.58
H5 2.01745 1.04930 -0.28697  0.27
H6 1.13832 -0.19389 2.02388  0.36
H7 -1.33184 -1.40380 0.03355  0.40
H8 -1.07878 0.41196 -1.98288  0.26
H9 0.49874 1.43537 -1.13026  0.35
H10 -2.67131 -0.07677 -1.33796  0.29
H11 -1.54020 -0.12455 1.06585  0.36
H12 0.26438 -1.57214 1.63432  0.41
C5 0.92915 1.03012 -0.21763  -1.01

Computed properties:
E_HOMO ... -2.203 eV
Gap between HOMO and LUMO ... 5.97 eV
SMILES string ... CCN(C)CC[O-]
Total energy ... -8915.856 eV
ΔE to the lowest compared entry with this formula, charge and spin ... 27.9 kcal/mol
Total charge ... -1

Record 6
Formula: C5H12NO
Source: the Open Molecules 2025 dataset
Level of theory: the ωB97M-V functional and the def2-TZVPD basis

Last column: Mulliken charge in e.
CARTESIAN COORDINATES (ANGSTROEM)
H1 -2.35093 -1.20919 2.30515  0.31
H2 0.39420 0.59828 1.00191  0.15
C1 -0.15413 0.11879 0.13284  0.49
H3 -0.50116 2.15383 -0.83252  0.39
H4 1.62370 2.35404 -1.75236  0.38
H5 -2.11083 0.59035 0.58992  0.24
C2 1.33708 1.36480 -1.34700  -1.01
H6 0.47758 -1.12129 -1.38821  0.23
H7 0.36069 -1.97442 0.31303  0.19
C3 -1.28763 -1.21858 2.07915  -0.42
H8 1.68161 0.73301 -2.18692  0.25
H9 -0.63003 0.65637 -1.88875  0.39
H10 -1.13794 -2.15894 1.52089  0.31
O1 -0.43693 -0.80626 2.97580  -0.76
N1 -1.54827 -0.27162 0.47435  -0.84
C4 -0.16175 1.15812 -1.05505  -0.70
H11 1.96714 1.29598 -0.43710  0.27
H12 1.79330 -1.21342 -0.20852  0.27
C5 0.68429 -1.04986 -0.29663  -1.14

Computed properties:
E_HOMO ... -2.993 eV
Gap between HOMO and LUMO ... 6.92 eV
Total energy ... -8915.403 eV
ΔE to the lowest compared entry with this formula, charge and spin ... 38.3 kcal/mol
Total charge ... -1

Record 7
Formula: C5H12NO
Source: the Open Molecules 2025 dataset
Level of theory: the ωB97M-V functional and the def2-TZVPD basis

Last column: Löwdin spin population.
CARTESIAN COORDINATES (ANGSTROEM)
C1 0.51100 -1.16199 0.68508  0.06
H1 1.37921 -0.57069 0.99822  0.01
H2 0.62733 -1.52859 -0.33090  0.02
H3 -0.37131 2.56367 -0.07375  0.00
H4 0.02235 -1.96305 2.66993  0.09
H5 -0.41539 0.56471 1.21685  0.00
H6 0.17013 3.06714 -1.67944  0.00
C2 0.40157 2.31222 -0.86638  0.00
C3 -1.11665 0.18025 -0.61268  0.04
N1 -0.68258 -0.27612 0.71394  0.01
H7 -1.97714 0.84226 -0.44837  0.01
C4 -0.13468 0.96346 -1.47334  0.00
H8 -0.69032 1.22803 -2.39517  0.00
H9 -1.50548 -0.70335 -1.12929  0.02
H10 1.33245 -2.79972 1.89646  0.12
H11 0.72406 0.36495 -1.79147  0.00
H12 -0.30147 -3.09687 1.36770  0.12
O1 1.65405 2.31121 -0.44013  0.00
C5 0.37287 -2.29752 1.69275  0.49

Computed properties:
E_HOMO (alpha / beta) ... 4.205 / 0.051 eV
Multiplicity ... 2
Gap between HOMO and LUMO (alpha / beta) ... 2.75 / 6.81 eV
Total energy ... -8912.127 eV
ΔE to the lowest compared entry with this formula, charge and spin ... 12.2 kcal/mol
⟨S²⟩ ... 0.7508
Total charge ... -2

Record 8
Formula: C5H12NO
Source: the Open Molecules 2025 dataset
Level of theory: the ωB97M-V functional and the def2-TZVPD basis

Last column: Mulliken charge in e.
CARTESIAN COORDINATES (ANGSTROEM)
H1 2.06325 -2.56443 -2.69148  0.33
H2 -3.17214 0.91144 0.68754  0.34
N1 0.64886 0.54644 -0.59964  -0.06
H3 -2.66690 0.35965 2.37677  0.33
H4 -1.93889 1.69494 1.77323  0.32
C1 0.74145 1.03241 1.71837  -1.04
H5 0.34419 0.84845 2.70296  0.31
H6 -1.31328 -1.06612 1.53250  0.42
O1 2.68825 -1.88986 -2.35093  -0.65
C2 0.34910 0.00152 -1.71885  -0.30
H7 -1.50887 -0.41260 -0.16208  -0.11
H8 -0.54830 -0.53727 -1.94931  0.28
H9 3.46408 -2.27022 -2.79686  0.33
C3 0.13625 0.37369 0.70973  0.90
H10 1.50107 1.09911 -0.65856  0.29
C4 -1.23974 -0.19487 0.88557  -0.34
C5 -2.37578 0.74917 1.39764  -1.06
H11 1.11579 -0.18768 -2.47420  0.38
H12 1.71158 1.50622 1.61760  0.33

Computed properties:
E_HOMO ... -14.230 eV
Gap between HOMO and LUMO ... 8.87 eV
Total energy ... -8908.504 eV
ΔE to the lowest compared entry with this formula, charge and spin ... 49.0 kcal/mol
Total charge ... +1

Record 9
Formula: C5H12NO
Source: the Open Molecules 2025 dataset
Level of theory: the ωB97M-V functional and the def2-TZVPD basis

Last column: Mulliken charge in e.
CARTESIAN COORDINATES (ANGSTROEM)
O1 1.94268 -1.16492 -2.14520  -0.48
H1 -1.88833 0.35029 -0.27858  0.33
H2 0.38899 1.86553 3.03696  0.21
H3 -2.33253 -0.40933 -1.84615  0.36
C1 0.72285 -1.41617 -1.51327  0.02
H4 -0.32160 0.32625 3.67068  0.27
H5 0.59689 2.25579 0.89423  0.42
C2 0.03465 0.86952 2.79770  -0.91
H6 0.66005 -2.46977 -1.10819  0.34
H7 -0.06615 0.44990 -2.05344  0.61
H8 -0.05875 1.32566 -0.29388  0.25
N1 0.54797 1.31307 0.53188  -0.22
C3 0.03769 0.40047 1.54603  0.28
H9 2.56503 -1.83444 -1.88825  0.35
H10 1.46535 1.06324 0.21739  0.31
C4 -1.70184 -0.50720 -0.94962  -1.02
H11 -1.91131 -1.42249 -0.35806  0.32
C5 -0.26088 -0.47402 -1.48074  -0.78
H12 -0.42077 -0.52137 1.22052  0.34

Computed properties:
E_HOMO ... -12.794 eV
Gap between HOMO and LUMO ... 9.48 eV
Total energy ... -8908.573 eV
ΔE to the lowest compared entry with this formula, charge and spin ... 47.4 kcal/mol
Total charge ... +1

Record 10
Formula: C5H12NO
Source: the Open Molecules 2025 dataset
Level of theory: the ωB97M-V functional and the def2-TZVPD basis

Last column: Mulliken charge in e.
CARTESIAN COORDINATES (ANGSTROEM)
H1 -0.66711 0.62480 2.58853  0.32
H2 -0.18082 0.21437 -3.55319  0.27
H3 1.68504 0.20319 1.67947  0.32
C1 -0.92482 -0.75978 0.89091  -0.86
H4 -0.61342 -2.04975 -0.90257  0.42
H5 0.96010 -1.22367 -0.11156  0.24
H6 -1.95338 -1.01593 0.75512  0.46
H7 -0.45300 -1.66114 -2.96875  0.27
H8 -0.53533 -1.54319 1.68096  0.29
C2 -0.20566 -0.60004 -2.77841  -0.10
C3 0.93931 0.96279 1.38771  -0.58
C4 -0.49666 0.60089 1.43735  -0.38
C5 -0.11036 -1.18827 -0.41854  -0.42
N1 -0.32051 -0.18196 -1.52248  -0.03
O1 1.36780 1.44583 0.05083  -0.55
H9 0.97587 1.85090 2.03151  0.39
H10 -1.36865 1.22500 0.98401  0.28
H11 -0.14906 0.90540 -1.43926  0.33
H12 2.05067 2.19056 0.20837  0.32

Computed properties:
E_HOMO ... -14.433 eV
Gap between HOMO and LUMO ... 9.25 eV
SMILES string ... C=[NH+]CCCCO
Total energy ... -8908.314 eV
ΔE to the lowest compared entry with this formula, charge and spin ... 53.4 kcal/mol
Total charge ... +1

Record 11
Formula: C5H12NO
Source: the Open Molecules 2025 dataset
Level of theory: the ωB97M-V functional and the def2-TZVPD basis

Last column: Mulliken charge in e.
CARTESIAN COORDINATES (ANGSTROEM)
C1 0.57745 1.39105 -1.44416  -0.76
H1 1.37077 1.31177 -2.18573  0.34
H2 -0.57458 1.03199 0.73249  0.50
H3 1.05226 -1.06262 -2.44550  0.33
C2 0.27019 0.92578 2.48371  -0.60
H4 -0.20922 -1.82604 -1.46028  0.36
N1 0.08979 -0.34650 2.40629  0.01
H5 -1.36450 -1.50606 1.44169  0.32
H6 0.27024 -1.03503 3.14031  0.23
H7 0.90331 2.04900 -0.63816  0.33
C3 0.11130 -0.89270 -1.91966  -0.76
H8 0.28871 -1.71449 0.84201  0.27
H9 0.66576 1.21335 3.46320  0.24
H10 -1.68247 0.02219 -0.33216  0.36
C4 -0.44175 -0.97652 1.19072  -0.28
H11 -0.32841 1.78718 -1.90543  0.39
O1 0.35121 0.08177 -0.88171  -0.01
H12 -0.64964 -0.54670 -2.62249  0.37
C5 -0.70043 0.09259 0.13487  -0.63

Computed properties:
E_HOMO ... -12.259 eV
Gap between HOMO and LUMO ... 9.57 eV
Total energy ... -8906.493 eV
ΔE to the lowest compared entry with this formula, charge and spin ... 95.4 kcal/mol
Total charge ... +1

Record 12
Formula: C5H12NO
Source: the Open Molecules 2025 dataset
Level of theory: the ωB97M-V functional and the def2-TZVPD basis

Last column: Mulliken charge in e.
CARTESIAN COORDINATES (ANGSTROEM)
N1 -0.09577 1.43870 0.42582  -0.14
C1 -0.65926 -2.87816 0.78054  -0.97
H1 -0.18638 0.51293 -2.87461  0.38
H2 -1.58421 -2.30971 0.73947  0.28
C2 0.46677 -2.10652 1.38057  0.21
H3 0.64852 3.59448 -0.84612  0.26
H4 0.48171 2.96400 -2.56589  0.28
H5 0.25032 -0.49424 -1.52171  0.27
H6 -0.80526 -3.81730 1.31161  0.36
H7 -1.41042 0.11503 -1.64560  0.31
O1 0.39170 -0.93031 1.67651  -0.59
H8 -0.34406 -3.12166 -0.24107  0.30
C3 -0.35938 0.36359 -1.81089  -1.14
H9 0.57640 2.05241 0.88492  0.42
C4 0.01411 1.59154 -1.06250  0.78
H10 -1.03529 1.71723 0.72594  0.41
H11 1.40589 -2.64165 1.56964  0.38
C5 0.39966 2.77268 -1.50642  -0.93
H12 0.04877 0.45062 0.74203  0.13

Computed properties:
E_HOMO ... -14.319 eV
Gap between HOMO and LUMO ... 11.27 eV
Total energy ... -8910.102 eV
ΔE to the lowest compared entry with this formula, charge and spin ... 12.2 kcal/mol
Total charge ... +1